Entry 1:
The following is a quantum chemistry calculation of an isolated ion of composition C8H13ClN4O and charge +2 in a non-equilibrium geometry, from the OMol25 dataset.

Geometry (Å):
C  3.36163  0.75640  0.46883
C  1.90364  0.35886  0.37514
C  1.64782  -0.98056  -0.27329
N  0.46705  -1.50914  0.32202
C  -0.70417  -0.98670  0.14830
N  -1.91142  -1.34587  0.77581
C  -2.97077  -0.58438  0.29589
N  -4.12188  -0.83784  0.73371
N  -2.47537  0.31420  -0.62393
C  -1.03219  0.12909  -0.73367
O  -0.47242  0.48647  -1.93631
C  -0.17672  1.30900  -0.89966
Cl  -1.02520  2.83679  -0.73846
C  1.25243  1.47630  -0.48209
H  3.74831  0.74990  1.53830
H  3.58228  1.78046  0.10138
H  4.08825  0.18870  -0.17493
H  1.44756  0.36118  1.36716
H  1.53602  -0.97675  -1.47118
H  2.41174  -1.87481  -0.16242
H  0.61495  -2.29915  0.98176
H  -1.99460  -2.00417  1.54108
H  -4.29738  -1.74981  1.19619
H  -4.96732  -0.42410  0.29100
H  -2.88026  0.89082  -1.23104
H  1.29040  2.45154  0.03065
H  1.67760  1.48355  -1.44024

Forces on atoms 1 to 6 (eV/Å):
C 2.58 0.42 0.69
C 0.46 1.35 -0.97
C 2.43 -2.38 -3.10
N -2.49 -1.50 0.90
C -0.96 -1.35 0.67
N 1.86 0.70 -0.96

The max |F| comes out at 7.39 eV/Å. Its total energy is -29019.019 eV. Its HOMO energy is -17.839 eV. The structure (SMILES) is C[C@@H]1C[NH+]=C2NC(=[NH2+])N[C@]23O[C@]3(Cl)C1. Its spin multiplicity is 1. Its net charge is +2.

natural (NBO) population analysis, charges in e, atoms 1 to 4: number 1, C, carries -0.641; number 2, C, carries -0.254; number 3, C, carries -0.267; number 4, N, carries -0.433

Entry 2:
The following is a quantum chemistry calculation of a 2-piece molecular cluster, C8H13ClSi2 overall in a non-equilibrium geometry, from the OMol25 dataset.

Geometry (Å):
C  -1.09524  -2.11492  -0.58359
C  -2.85278  2.27206  1.08987
C  0.42686  0.35576  -2.91342
C  3.67329  -2.02868  0.21712
C  -0.98441  -1.55138  0.64006
C  -2.46651  3.18254  1.97386
C  1.52788  0.26129  -2.22917
C  2.56204  -1.71146  -0.45578
Si  0.29167  -0.34615  1.36242
Si  1.78748  0.04862  -0.41324
Cl  3.11959  1.69175  0.44421
H  -2.09016  -2.38663  -0.89366
H  -0.37046  -2.20730  -1.33539
H  -4.01508  1.96767  0.93609
H  -2.26007  1.66261  0.44447
H  0.48750  0.31765  -4.00232
H  -0.47502  0.76136  -2.42619
H  4.18654  -2.99935  0.33851
H  3.91848  -1.30615  0.98430
H  -2.02515  -1.44376  0.97491
H  -3.33323  3.68214  2.39273
H  -1.54297  3.75203  2.17285
H  2.07348  -2.46671  -1.15744
H  -0.54370  0.60700  2.43880

Forces on atoms 1 to 6 (eV/Å):
C -0.54 0.64 1.27
C -2.49 -1.04 -0.28
C -0.02 1.03 -0.69
C -0.90 -0.12 1.13
C -0.96 0.86 -1.03
C -1.22 1.22 -0.46

The max |F| comes out at 3.09 eV/Å. Its total energy is -36777.684 eV. Its HOMO energy (alpha / beta) is -8.926 / -7.706 eV. Its relative energy (zero: lowest compared OMol25 entry of this formula, charge and spin) is 4.497 eV. Its spin multiplicity is 1. Its net charge is 0.

natural (NBO) population analysis, charges in e, atoms 1 to 4: number 1, C, carries -0.316; number 2, C, carries -0.373; number 3, C, carries -0.503; number 4, C, carries -0.349

Entry 3:
The following is a quantum chemistry calculation of one molecule with the formula C8H13FO2 in a non-equilibrium geometry, from the OMol25 dataset.

Geometry (Å):
C  2.01716  0.77441  0.21912
C  -0.09308  0.31835  1.04507
C  2.14084  -0.59098  -0.02298
C  1.93848  -1.76730  0.87790
C  -2.04125  1.43840  0.24849
C  -1.64442  -0.96342  -0.37766
C  -0.30862  0.86134  -1.45503
C  -0.97175  0.39811  -0.16293
O  2.47757  1.74789  -0.30920
O  1.00200  0.92579  1.31154
F  3.13711  -0.86225  -0.92893
H  -0.57037  -0.15393  1.90871
H  1.41245  -2.56325  0.34949
H  1.37432  -1.50976  1.76840
H  2.91511  -2.16305  1.16966
H  -2.53173  1.15595  1.17749
H  -2.79253  1.50508  -0.53444
H  -1.58668  2.41771  0.37799
H  -0.89755  -1.71154  -0.62553
H  -2.17561  -1.28414  0.51540
H  -2.35375  -0.90099  -1.19796
H  0.19411  1.81615  -1.32615
H  -1.06366  0.97908  -2.22988
H  0.42186  0.13233  -1.79859

Forces on atoms 1 to 6 (eV/Å):
C 0.46 -0.17 -0.87
C 0.47 -0.04 -0.28
C 0.12 -0.21 0.36
C 0.15 0.05 -0.28
C 0.12 -0.04 0.15
C 0.23 0.13 0.20

The max |F| comes out at 1.00 eV/Å. Its total energy is -15316.382 eV. Its HOMO energy is -7.580 eV. Its relative energy (zero: lowest compared OMol25 entry of this formula, charge and spin) is 1.959 eV. Its spin multiplicity is 1. Its net charge is 0.

natural (NBO) population analysis, charges in e, atoms 1 to 4: number 1, C, carries 0.593; number 2, C, carries 0.447; number 3, C, carries 0.169; number 4, C, carries -0.659